Entry 1:
ORCA calculation (ωB97M-V/def2-TZVPD) on C16H20N2O4 in the gas phase in a non-equilibrium geometry.

The calculation puts the max |F| at 1.10 eV Å⁻¹. The calculation puts the LUMO energy at -0.3 eV. Its gap between HOMO and LUMO is 8.67 eV. For the energy relative to the best compared isomer or geometry (same formula, charge and spin), the calculation gives 111.0 kcal/mol. Its highest occupied orbital energy is -8.96 eV. Its SMILES is COc1ccc(C(=O)NCCC2=CCCCC2)cc1[N+](=O)[O-].

Cartesian coordinates (Å):
C  3.29  -2.74  -3.39
O  1.90  -2.61  -3.57
C  1.07  -2.27  -2.57
C  -0.21  -1.88  -3.00
C  -1.15  -1.38  -2.13
C  -0.85  -1.24  -0.77
C  -1.80  -0.67  0.24
O  -1.78  -1.03  1.40
N  -2.66  0.25  -0.25
C  -3.37  1.13  0.65
C  -2.62  2.46  0.82
C  -1.21  2.20  1.28
C  -0.20  2.11  0.42
C  1.21  1.79  0.79
C  1.44  1.89  2.29
C  0.28  1.23  3.04
C  -1.01  1.99  2.75
C  0.38  -1.68  -0.32
C  1.33  -2.21  -1.19
N  2.51  -2.73  -0.56
O  3.01  -2.06  0.32
O  2.89  -3.83  -0.90
H  3.55  -3.69  -2.91
H  3.70  -1.91  -2.80
H  3.71  -2.71  -4.39
H  -0.42  -1.97  -4.05
H  -2.13  -1.12  -2.50
H  -2.49  0.61  -1.17
H  -4.38  1.31  0.26
H  -3.45  0.61  1.61
H  -3.15  3.07  1.56
H  -2.61  2.99  -0.13
H  -0.38  2.25  -0.64
H  1.45  0.78  0.44
H  1.89  2.47  0.26
H  1.50  2.94  2.59
H  2.38  1.40  2.55
H  0.16  0.20  2.70
H  0.48  1.22  4.11
H  -0.99  2.97  3.25
H  -1.86  1.44  3.16
H  0.60  -1.63  0.73



Entry 2:
ORCA calculation (ωB97M-V/def2-TZVPD) on a molecular structure, C2H2FNO2 in a non-equilibrium geometry.

The calculation puts the max |F| at 7.24 eV Å⁻¹. The calculation puts the LUMO energy (spin up / spin down) at -1.7 / -1.1 eV. Its gap between HOMO and LUMO (spin up / spin down) is 8.75 / 9.07 eV. For the energy relative to the best compared isomer or geometry (same formula, charge and spin), the calculation gives 209.9 kcal/mol. Its highest occupied orbital energy (spin up / spin down) is -10.42 / -10.21 eV.

Cartesian coordinates (Å):
C  1.46  0.13  0.37
C  -0.29  0.52  -0.49
N  -1.16  -0.52  -0.13
O  -0.94  -1.60  -0.65
O  -2.07  -0.19  0.58
F  -0.71  1.80  -0.38
H  2.27  0.82  0.59
H  1.44  -0.97  0.12



Entry 3:
ORCA calculation (ωB97M-V/def2-TZVPD) on 3 unconnected molecules or ions with the total composition C10H16F5NO8S2Si in a non-equilibrium geometry.

The calculation puts the max |F| at 2.52 eV Å⁻¹. The calculation puts the LUMO energy at 0.3 eV. Its gap between HOMO and LUMO is 9.78 eV. Its highest occupied orbital energy is -9.50 eV. Its SMILES is N[Si@](S)(C(F)(F)C(F)F)S(=O)(=O)F.C[C@@H]1COC(=O)O1.C[C@@H]1COC(=O)O1.

Cartesian coordinates (Å):
N  -1.47  -0.32  2.35
Si  -2.35  -1.22  1.13
S  -1.83  -0.42  -0.74
C  -4.23  -1.02  1.54
F  -4.54  0.25  1.21
F  -4.37  -1.14  2.87
C  -5.21  -1.95  0.79
F  -6.28  -2.15  1.58
F  -5.62  -1.39  -0.34
S  -1.64  -3.31  1.19
O  -0.39  -3.29  0.56
O  -2.55  -4.21  0.58
F  -1.40  -3.68  2.71
H  -1.94  0.59  2.41
H  -1.68  -0.74  3.26
H  -0.75  0.38  -0.46
H  -4.81  -2.93  0.56
C  3.60  1.11  3.53
C  3.06  1.83  2.32
C  2.18  3.01  2.65
O  1.30  3.05  1.52
C  1.22  1.79  1.03
O  0.41  1.43  0.23
O  2.16  1.00  1.58
H  2.80  0.60  4.07
H  4.32  0.34  3.23
H  4.11  1.80  4.21
H  3.88  2.12  1.66
H  2.73  3.94  2.74
H  1.58  2.86  3.55
C  2.56  0.85  -5.06
C  1.61  0.55  -3.92
C  1.48  -0.91  -3.59
O  0.15  -0.99  -3.07
C  -0.56  0.01  -3.64
O  -1.74  0.12  -3.59
O  0.26  0.89  -4.27
H  2.16  0.48  -6.00
H  2.70  1.93  -5.17
H  3.54  0.40  -4.88
H  1.89  1.14  -3.04
H  2.20  -1.24  -2.84
H  1.55  -1.56  -4.47



Entry 4:
ORCA calculation (ωB97M-V/def2-TZVPD) on a molecular structure, C20H38LiN2O13 in a non-equilibrium geometry.

The calculation puts the max |F| at 7.79 eV Å⁻¹. The calculation puts the LUMO energy at -2.3 eV. Its gap between HOMO and LUMO is 7.98 eV. For the energy relative to the best compared isomer or geometry (same formula, charge and spin), the calculation gives 59.8 kcal/mol. Its highest occupied orbital energy is -10.25 eV. Its charge is +1.

Cartesian coordinates (Å):
C  4.63  -4.59  0.77
C  3.49  -3.78  0.17
N  3.39  -2.31  0.69
C  3.03  -2.40  2.11
C  4.67  -1.53  0.51
C  5.31  -1.44  -0.83
C  2.27  -1.58  -0.07
C  0.79  -2.04  0.20
O  -0.04  -1.34  -0.77
C  -0.62  -2.32  -1.62
H  5.58  -4.11  0.37
H  4.67  -5.70  0.39
H  4.40  -4.65  1.79
H  2.63  -4.41  0.29
H  3.59  -3.98  -0.93
H  2.96  -1.44  2.34
H  3.70  -2.73  2.69
H  1.99  -2.83  2.34
H  5.67  -1.83  1.11
H  4.58  -0.52  0.76
H  6.58  -1.17  -0.79
H  4.63  -0.74  -1.34
H  5.27  -2.24  -1.46
H  2.30  -1.83  -1.11
H  2.31  -0.46  0.28
H  0.37  -1.74  1.07
H  0.62  -3.18  0.27
H  0.16  -2.85  -2.03
H  -1.07  -1.84  -2.64
H  -1.34  -2.86  -1.08
Li  -0.48  0.75  -1.26
N  1.63  1.01  -2.45
O  1.43  1.47  -1.32
O  2.61  0.20  -2.60
O  0.62  0.75  -3.12
C  -4.35  -0.33  2.02
C  -4.58  -1.08  0.68
C  -5.52  -0.37  -0.29
O  -4.61  0.28  -1.29
C  -3.47  -0.29  -1.09
O  -2.49  -0.04  -1.84
O  -3.38  -1.08  -0.07
H  -5.43  -0.10  2.51
H  -4.08  0.64  2.09
H  -3.71  -0.90  2.74
H  -4.89  -2.22  0.82
H  -6.24  0.39  0.08
H  -6.01  -1.03  -0.75
C  -2.63  5.77  -5.17
C  -2.16  5.78  -3.86
C  -3.35  5.78  -2.74
O  -2.88  4.67  -1.97
C  -1.89  4.03  -2.48
O  -1.52  3.04  -1.84
O  -1.51  4.58  -3.58
H  -1.83  5.68  -6.09
H  -3.45  6.41  -5.23
H  -3.06  4.87  -5.61
H  -1.61  6.82  -3.79
H  -4.28  5.51  -3.11
H  -3.34  6.78  -2.06
C  1.10  1.30  4.56
C  0.61  0.11  3.87
C  -0.95  -0.14  4.26
O  -1.62  0.25  3.13
C  -0.77  0.49  2.13
O  -1.10  0.86  0.92
O  0.48  0.27  2.50
H  2.10  1.65  4.15
H  0.95  1.45  5.57
H  0.39  1.96  4.24
H  1.21  -0.73  4.15
H  -1.38  0.47  5.21
H  -1.10  -1.24  4.51



Entry 5:
ORCA calculation (ωB97M-V/def2-TZVPD) on 2 unconnected molecules or ions with the total composition C3H9O.

The calculation puts the max |F| at 0.76 eV Å⁻¹. The calculation puts the LUMO energy at 4.2 eV. Its gap between HOMO and LUMO is 6.40 eV. For the energy relative to the best compared isomer or geometry (same formula, charge and spin), the calculation gives 2.4 kcal/mol. Its highest occupied orbital energy is -2.23 eV. Its charge is -1.

Cartesian coordinates (Å):
O  -2.24  -0.79  1.91
H  -2.55  -0.12  2.53
C  -0.26  0.65  -1.33
C  0.06  0.19  0.08
C  1.39  -0.56  0.14
H  0.32  1.54  -1.60
H  -1.33  0.83  -1.48
H  0.02  -0.12  -2.07
H  -0.73  -0.38  0.60
H  0.13  1.06  0.74
H  2.21  0.03  -0.28
H  1.65  -0.83  1.16
H  1.32  -1.49  -0.42



Entry 6:
ORCA calculation (ωB97M-V/def2-TZVPD) on C5H11NO in the gas phase in a non-equilibrium geometry.

The calculation puts the max |F| at 3.80 eV Å⁻¹. The calculation puts the LUMO energy at 1.1 eV. Its gap between HOMO and LUMO is 10.20 eV. For the energy relative to the best compared isomer or geometry (same formula, charge and spin), the calculation gives 109.2 kcal/mol. Its highest occupied orbital energy is -9.10 eV. Its SMILES is C[C@H]1CN1CCO.

Cartesian coordinates (Å):
C  1.67  0.44  -1.29
C  0.99  -0.48  -0.30
C  1.34  -0.52  1.15
N  0.12  0.13  0.69
C  -1.17  -0.50  0.95
C  -2.17  0.09  -0.07
O  -1.69  1.56  -0.42
H  0.96  0.73  -2.07
H  2.53  -0.05  -1.76
H  2.01  1.35  -0.79
H  0.64  -1.43  -0.72
H  2.10  0.15  1.54
H  1.24  -1.46  1.68
H  -1.11  -1.61  0.88
H  -1.44  -0.26  1.98
H  -2.07  -0.47  -1.02
H  -2.81  1.02  0.21
H  -0.97  1.66  0.21



Entry 7:
ORCA calculation (ωB97M-V/def2-TZVPD) on 2 unconnected molecules or ions with the total composition C4H10O2 in a non-equilibrium geometry.

The calculation puts the max |F| at 2.22 eV Å⁻¹. The calculation puts the LUMO energy at 0.9 eV. Its gap between HOMO and LUMO is 10.04 eV. For the energy relative to the best compared isomer or geometry (same formula, charge and spin), the calculation gives 120.6 kcal/mol. Its highest occupied orbital energy is -9.15 eV.

Cartesian coordinates (Å):
C  -0.76  -0.62  -1.27
C  1.33  -0.80  0.18
C  0.20  0.04  -0.33
C  0.38  1.47  -0.41
H  2.02  -1.03  -0.64
H  1.91  -0.28  0.95
H  -1.12  -1.56  -0.85
H  -1.62  0.02  -1.47
H  -0.26  -0.84  -2.22
H  0.96  -1.74  0.60
H  -0.13  1.97  -1.23
H  1.36  1.85  -0.16
O  -0.84  0.46  1.24
O  -1.75  -0.34  2.05
H  -1.34  -0.25  2.93
H  -0.35  1.66  0.61



Entry 8:
ORCA calculation (ωB97M-V/def2-TZVPD) on C13H13N3O4 in the gas phase in a non-equilibrium geometry.

The calculation puts the max |F| at 6.58 eV Å⁻¹. The calculation puts the LUMO energy at -0.2 eV. Its gap between HOMO and LUMO is 9.49 eV. For the energy relative to the best compared isomer or geometry (same formula, charge and spin), the calculation gives 35.3 kcal/mol. Its highest occupied orbital energy is -9.70 eV.

Cartesian coordinates (Å):
N  1.89  -3.61  -3.05
O  -0.14  -2.41  0.81
O  3.48  0.28  -1.62
N  1.12  -1.35  -3.18
N  1.44  -2.55  -3.15
O  0.77  -0.31  0.37
O  -0.18  2.62  -2.96
C  0.00  -1.16  1.11
C  2.28  0.44  -1.30
C  -2.18  0.38  4.46
C  -2.41  -0.98  4.11
C  -1.29  1.26  3.73
C  -1.67  -1.41  3.00
C  -0.53  0.78  2.68
C  -0.75  -0.55  2.27
C  1.50  1.72  -1.75
C  -0.34  0.37  -2.25
C  1.40  -0.73  -0.82
C  0.58  1.47  -2.81
C  0.42  -0.90  -1.97
H  -1.10  2.51  -3.18
H  -2.76  0.79  5.38
H  -2.99  -1.63  4.71
H  -1.07  2.31  4.04
H  -1.72  -2.40  2.55
H  0.17  1.43  2.27
H  1.13  2.36  -0.83
H  2.25  2.44  -2.28
H  -1.14  0.35  -3.04
H  -0.91  0.69  -1.31
H  1.95  -1.70  -0.58
H  1.16  1.10  -3.66
H  -0.36  -1.62  -1.76



Entry 9:
ORCA calculation (ωB97M-V/def2-TZVPD) on C6H10O2 in the gas phase in a non-equilibrium geometry.

The calculation puts the max |F| at 5.20 eV Å⁻¹. The calculation puts the LUMO energy at 0.7 eV. Its gap between HOMO and LUMO is 10.10 eV. For the energy relative to the best compared isomer or geometry (same formula, charge and spin), the calculation gives 159.5 kcal/mol. Its highest occupied orbital energy is -9.42 eV. Its SMILES is C=C[C@H]1C[C@@]1(O)CO.

Cartesian coordinates (Å):
C  2.54  -0.64  -0.69
C  1.73  -0.53  0.35
C  0.26  -1.01  0.59
C  -0.89  -0.06  1.37
C  -1.11  -0.25  -0.10
O  -2.12  -1.00  -0.84
C  -0.39  1.02  -0.82
O  0.08  1.94  0.25
H  3.48  -0.12  -0.70
H  2.18  -0.54  -1.67
H  2.46  -0.27  1.25
H  0.37  -2.12  1.02
H  -1.61  -0.78  1.74
H  -0.97  0.92  1.88
H  -3.01  -0.33  -0.77
H  0.71  0.81  -1.46
H  -1.24  1.74  -1.30
H  1.10  1.97  0.59



Entry 10:
ORCA calculation (ωB97M-V/def2-TZVPD) on a gas-phase ion, C3H7N2S (charge +1) in a non-equilibrium geometry.

The calculation puts the max |F| at 4.23 eV Å⁻¹. The calculation puts the LUMO energy (spin up / spin down) at -5.2 / -5.2 eV. Its gap between HOMO and LUMO (spin up / spin down) is 9.05 / 9.05 eV. For the energy relative to the best compared isomer or geometry (same formula, charge and spin), the calculation gives 108.5 kcal/mol. Its highest occupied orbital energy (spin up / spin down) is -14.26 / -14.25 eV. Its charge is +1.

Cartesian coordinates (Å):
C  -1.98  0.21  0.15
C  2.22  -0.35  -0.43
C  -1.47  1.40  0.10
N  0.36  -0.54  1.00
N  1.47  -0.36  0.71
S  -1.00  -1.17  -0.48
H  -2.86  0.05  0.63
H  2.78  -1.20  -0.38
H  2.79  0.63  -0.49
H  1.58  -0.25  -1.22
H  -0.60  1.45  -0.63
H  -2.09  2.15  0.47
H  -1.22  -2.02  0.57



Entry 11:
ORCA calculation (ωB97M-V/def2-TZVPD) on a molecular structure, C49H31CrF15GeN2O2PS2.

The calculation puts the max |F| at 0.98 eV Å⁻¹. The calculation puts the LUMO energy (spin up / spin down) at -6.7 / -6.0 eV. Its gap between HOMO and LUMO (spin up / spin down) is 6.86 / 7.54 eV. The multiplicity is 4. For the energy relative to the best compared isomer or geometry (same formula, charge and spin), the calculation gives 22.8 kcal/mol. Its highest occupied orbital energy (spin up / spin down) is -13.54 / -13.54 eV. Its charge is +2. Its expectation value of S² is 3.795.

Cartesian coordinates (Å):
Cr  -0.28  0.57  0.36
N  2.13  0.08  2.21
P  2.14  0.61  0.60
C  2.96  2.21  0.56
C  3.72  2.66  1.64
C  4.43  3.84  1.53
C  4.40  4.57  0.34
C  3.66  4.12  -0.74
C  2.93  2.94  -0.63
C  3.26  -0.55  -0.20
C  4.04  -0.16  -1.29
C  4.90  -1.07  -1.88
C  4.98  -2.37  -1.40
C  4.19  -2.77  -0.33
C  3.32  -1.87  0.27
C  0.98  0.05  2.98
C  1.03  -0.27  4.33
C  -0.14  -0.29  5.06
C  -1.36  0.01  4.44
C  -1.36  0.30  3.11
N  -0.20  0.31  2.37
H  2.98  -0.17  2.67
H  3.75  2.10  2.57
H  5.01  4.20  2.37
H  4.98  5.49  0.26
H  3.65  4.68  -1.67
H  2.36  2.57  -1.48
H  4.00  0.86  -1.66
H  5.52  -0.76  -2.72
H  5.67  -3.08  -1.86
H  4.25  -3.79  0.05
H  2.69  -2.20  1.09
H  1.98  -0.51  4.79
H  -0.11  -0.53  6.11
H  -2.30  0.00  4.99
H  -2.27  0.52  2.57
F  -3.79  -0.83  -2.93
C  -4.42  -1.93  -2.51
C  -4.85  -2.06  -1.19
C  -5.56  -3.21  -0.87
F  -6.03  -3.43  0.35
C  -5.82  -4.19  -1.81
F  -6.49  -5.28  -1.49
C  -5.36  -4.02  -3.09
F  -5.60  -4.95  -3.99
C  -4.66  -2.89  -3.45
F  -4.25  -2.74  -4.71
Ge  -4.55  -0.62  0.06
S  -2.43  -0.06  -0.06
C  -5.58  0.96  -0.42
C  -5.47  2.07  0.41
F  -4.68  2.05  1.49
C  -6.16  3.23  0.18
F  -6.02  4.29  0.98
C  -6.99  3.31  -0.92
F  -7.64  4.43  -1.17
C  -7.12  2.24  -1.77
F  -7.91  2.34  -2.83
C  -6.42  1.08  -1.51
F  -6.62  0.09  -2.38
C  -4.90  -1.18  1.89
C  -4.03  -2.01  2.57
F  -2.94  -2.54  1.99
C  -4.25  -2.39  3.88
F  -3.38  -3.18  4.51
C  -5.37  -1.95  4.53
F  -5.59  -2.31  5.78
C  -6.28  -1.15  3.88
F  -7.36  -0.74  4.52
C  -6.04  -0.77  2.58
F  -6.97  -0.01  2.01
O  -0.26  1.97  -0.94
S  -0.92  3.16  -1.73
C  -0.71  4.62  -0.66
C  -1.26  4.54  0.73
C  -2.46  5.16  1.05
C  -2.98  5.09  2.33
C  -2.30  4.39  3.32
C  -1.08  3.79  3.02
C  -0.57  3.86  1.74
C  -2.69  2.92  -1.66
C  -3.35  3.57  -2.85
C  -3.24  3.02  -4.13
C  -3.90  3.60  -5.20
C  -4.68  4.74  -5.00
C  -4.78  5.30  -3.74
C  -4.12  4.72  -2.66
H  -1.16  5.40  -1.26
H  0.37  4.76  -0.64
H  -3.00  5.72  0.28
H  -3.92  5.58  2.57
H  -2.70  4.34  4.33
H  -0.52  3.29  3.81
H  0.43  3.49  1.53
H  -3.03  3.33  -0.71
H  -2.79  1.84  -1.64
H  -2.65  2.11  -4.28
H  -3.82  3.16  -6.19
H  -5.20  5.19  -5.84
H  -5.39  6.19  -3.58
H  -4.21  5.16  -1.67
O  0.05  -1.51  0.36
H  0.26  -1.94  -0.48
H  -0.72  -1.97  0.72



Entry 12:
ORCA calculation (ωB97M-V/def2-TZVPD) on a molecular structure, C16H14IrN10O5S2 in a non-equilibrium geometry.

The calculation puts the max |F| at 1.02 eV Å⁻¹. The calculation puts the LUMO energy at 0.9 eV. Its gap between HOMO and LUMO is 6.10 eV. For the energy relative to the best compared isomer or geometry (same formula, charge and spin), the calculation gives 10.5 kcal/mol. Its highest occupied orbital energy is -5.17 eV. Its charge is -1.

Cartesian coordinates (Å):
Ir  -0.44  0.96  -0.25
N  1.22  -1.99  -0.89
C  -0.15  -2.01  -0.89
N  -0.87  -3.09  -1.16
N  -2.15  -2.68  -1.06
N  -2.21  -1.43  -0.75
N  -0.94  -0.96  -0.63
C  1.99  -0.94  -0.44
N  3.29  -1.01  -0.23
N  3.62  0.22  0.19
N  2.59  0.99  0.24
N  1.52  0.27  -0.17
H  1.69  -2.86  -1.07
C  4.78  2.09  2.63
O  3.50  1.77  3.18
C  2.48  2.62  2.89
C  2.61  3.88  2.32
C  1.48  4.66  2.14
C  0.23  4.22  2.53
C  0.09  2.96  3.09
C  1.21  2.16  3.27
N  1.19  0.92  3.94
C  0.19  0.18  4.34
C  -1.11  0.01  3.81
C  -2.09  -0.54  4.68
C  -3.36  -0.77  4.26
C  -3.68  -0.48  2.91
C  -2.76  -0.01  2.02
C  -1.43  0.23  2.43
O  -0.44  0.50  1.65
H  5.42  1.24  2.85
H  5.19  2.99  3.10
H  4.71  2.22  1.55
H  3.57  4.22  1.99
H  1.58  5.63  1.66
H  -0.65  4.83  2.35
H  -0.88  2.61  3.39
H  2.12  0.64  4.24
H  0.41  -0.39  5.24
H  -1.80  -0.76  5.70
H  -4.11  -1.17  4.93
H  -4.69  -0.68  2.56
H  -3.01  0.13  0.99
O  -0.93  3.82  -2.39
S  -1.16  3.64  -0.98
O  -1.63  4.79  -0.26
O  0.04  2.99  -0.28
S  -2.43  1.99  -0.74